1.
Entry from OMol25: a cluster of 4 separate species, C23H38BClFNO7 in total in a non-equilibrium geometry (wB97M-V/def2-TZVPD).

Each line ends with the Löwdin charge.
CARTESIAN COORDINATES (ANGSTROEM)
1 C -0.90607 -3.09994 -1.05152  -0.0185
2 B -1.21835 -2.27464 0.29052  -0.4124
3 O -1.64388 -3.01056 1.43064  0.0864
4 C -1.05958 -0.67901 0.45501  0.0295
5 C -1.68890 0.29706 -0.45820  -0.1054
6 C -2.53338 -0.14428 -1.69797  -0.0985
7 C -4.04012 0.25510 -1.55001  -0.7336
8 O -4.82571 -0.37063 -0.91972  0.0547
9 Cl -4.66332 1.76151 -2.36581  0.6023
10 C -1.51521 1.74763 -0.23906  0.0649
11 C -0.74465 2.23276 0.87614  -0.0251
12 C -0.12047 1.23446 1.76363  0.0072
13 C -0.22721 -0.19923 1.59575  -0.0583
14 C 0.52010 -1.12864 2.59234  -0.0708
15 C 1.89207 -1.65586 1.98395  -0.3033
16 C 3.11260 -0.73880 2.38639  -0.0407
17 F 1.87912 -1.68944 0.56645  -0.0334
18 C 0.60181 2.09987 2.82286  -0.3602
19 O 1.24274 1.79170 3.79978  0.0930
20 N 0.37632 3.48446 2.52569  0.1591
21 C -0.39152 3.66413 1.33794  -0.3618
22 O -0.63203 4.74718 0.86802  0.1030
23 H -0.42448 -4.08150 -0.76056  0.0711
24 H -1.82357 -3.37059 -1.64349  0.0768
25 H -0.14168 -2.58828 -1.70339  0.0799
26 H -2.28340 -2.49883 1.95510  0.1108
27 H -2.10959 0.42430 -2.57601  0.1273
28 H -2.42949 -1.22365 -1.95452  0.1056
29 H -1.98863 2.45828 -0.95368  0.1098
30 H -0.11027 -1.95834 3.00326  0.1151
31 H 0.80899 -0.48071 3.46889  0.1119
32 H 2.06475 -2.66121 2.44412  0.1417
33 H 3.36468 -0.86021 3.46747  0.0909
34 H 3.98540 -1.10080 1.76922  0.0742
35 H 2.95232 0.32466 2.07376  0.0629
36 H 1.17520 4.10231 2.67265  0.1621
37 C 5.78108 0.30851 -0.60956  -0.0591
38 C 4.49063 0.91627 -1.13723  -0.4918
39 C 4.77022 2.10284 -2.04652  -0.0641
40 O 3.67865 1.33707 -0.04156  -0.0717
41 H 6.34191 1.03896 -0.01818  0.0835
42 H 5.56601 -0.53507 0.04952  0.0654
43 H 6.41664 -0.03987 -1.42643  0.0814
44 H 3.92529 0.15915 -1.68468  0.1408
45 H 5.29697 2.89359 -1.50337  0.0808
46 H 3.83570 2.53577 -2.40967  0.0796
47 H 5.37597 1.80800 -2.90608  0.0803
48 H 4.16821 2.00774 0.45070  0.0888
49 C -1.59350 7.44158 -2.47414  -0.0643
50 C -2.52890 6.25260 -2.31913  -0.4954
51 C -3.31055 6.32999 -1.01668  -0.0610
52 O -1.77169 5.04426 -2.34795  -0.0711
53 H -0.86031 7.46754 -1.66245  0.0815
54 H -1.03118 7.36765 -3.40760  0.0778
55 H -2.14750 8.38290 -2.47356  0.0785
56 H -3.22247 6.21875 -3.16242  0.1363
57 H -2.63449 6.31860 -0.15657  0.0696
58 H -3.96994 5.46507 -0.91357  0.0764
59 H -3.91592 7.23823 -0.97242  0.0789
60 H -1.15389 5.06365 -1.60434  0.0626
61 C -0.96392 -6.78640 1.69439  -0.0632
62 C -1.49041 -6.89124 0.27800  -0.5056
63 C -2.49034 -8.02736 0.12749  -0.0633
64 O -0.39889 -7.10385 -0.61752  -0.0603
65 H -0.44431 -7.70135 1.99615  0.0812
66 H -0.24064 -5.97168 1.77091  0.0751
67 H -1.77545 -6.60273 2.40183  0.0820
68 H -1.96196 -5.94661 -0.00204  0.1265
69 H -2.02366 -8.98965 0.35955  0.0803
70 H -2.84818 -8.08872 -0.90242  0.0797
71 H -3.34897 -7.88842 0.78805  0.0800
72 H 0.02523 -7.93604 -0.37613  0.0858

Output
Total energy = -2065.592362 Eh
Energy relative to the best compared isomer or geometry (same formula, charge and spin) = 0.0 kcal per mole
Charge = 0
SMILES = CB(O)c1c(CC(=O)Cl)cc2c(c1C[C@H](C)F)C(=O)NC2=O.CC(C)O.CC(C)O.CC(C)O
Orbital gap = 8.856 eV
Highest occupied orbital energy = -9.648 eV

=====

2.
Entry from OMol25: a structure of composition C12H30ClO2P2PbSi in a non-equilibrium geometry (wB97M-V/def2-TZVPD).

Each line ends with the Löwdin charge.
CARTESIAN COORDINATES (ANGSTROEM)
1 C 0.57879 -0.18304 -6.31763  -0.0540
2 C 0.47417 0.15177 -4.85003  -0.8197
3 H 1.64685 -0.20269 -6.58917  0.1049
4 H 0.06429 0.59579 -6.91810  0.1122
5 H 0.13372 -1.17931 -6.50460  0.1032
6 O 1.37922 0.42722 -4.08808  -0.0022
7 Cl -1.20064 0.12131 -4.26828  0.6396
8 Pb -0.25153 -0.04613 -0.14610  1.0252
9 P -0.01039 2.75390 -0.29622  0.7462
10 C 1.34757 3.69424 0.50043  -0.2012
11 C 0.03649 3.22776 -2.05292  -0.2352
12 H -0.14917 4.31646 -2.20564  0.0994
13 H -1.68191 4.53733 0.02999  0.0959
14 H -0.72108 2.63838 -2.60005  0.0358
15 H -2.41380 2.91345 -0.18672  0.0704
16 H 2.31017 3.36063 0.07210  0.0713
17 H 0.99936 2.92183 -2.49800  0.0665
18 C -1.58583 3.46766 0.28979  -0.2183
19 H 1.25246 4.79263 0.34617  0.1025
20 H -1.70894 3.32059 1.37731  0.0433
21 H 1.37903 3.47679 1.58353  0.0424
22 P 0.23710 -2.84204 0.11614  0.7442
23 C 1.65879 -3.56370 1.02592  -0.2036
24 C -1.26766 -3.61771 0.79636  -0.2220
25 H -0.44406 -3.14422 -2.18078  0.0614
26 H 0.22479 -4.69007 -1.52488  0.0955
27 H 1.30601 -3.31293 -2.01672  0.0727
28 C 0.34531 -3.58493 -1.54307  -0.2352
29 H -2.14064 -3.21430 0.25396  0.0702
30 H -1.25637 -4.71621 0.68243  0.0952
31 H 1.64442 -4.67591 1.02020  0.1017
32 H 1.66890 -3.20274 2.06994  0.0420
33 H -1.41973 -3.34256 1.85436  0.0436
34 H 2.59606 -3.21710 0.55377  0.0703
35 C 2.00216 0.09541 0.78493  -0.1392
36 O 3.01802 0.16097 1.33537  0.1908
37 C 0.13554 -1.34587 3.58014  -0.1651
38 Si -0.57183 0.10319 2.63840  0.4478
39 C -2.41412 0.01907 2.60621  -0.1986
40 C 0.00359 1.72432 3.36482  -0.1652
41 H -0.21260 -2.32158 3.21926  0.0183
42 H -0.18254 -1.23587 4.62282  0.0817
43 H 1.23126 -1.34719 3.56908  0.0475
44 H -2.76338 0.07622 3.64310  0.0805
45 H -2.85910 0.85263 2.04511  0.0443
46 H -2.77952 -0.92163 2.17022  0.0447
47 H -0.31101 1.73430 4.41423  0.0815
48 H 1.09541 1.81692 3.34812  0.0478
49 H -0.42362 2.60695 2.87281  0.0188

Output
Total energy = -2249.870187 Eh
Charge = +3
Orbital gap (alpha / beta) = 5.053 / 4.923 eV
Highest occupied orbital energy (alpha / beta) = -18.415 / -18.422 eV

=====

3.
Entry from OMol25: a structure of composition C30H35N2ORuSTe in a non-equilibrium geometry (wB97M-V/def2-TZVPD).

Each line ends with the Löwdin spin population.
CARTESIAN COORDINATES (ANGSTROEM)
1 Ru 1.99336 1.52185 1.98944  1.9809
2 C 4.19389 2.30144 2.04759  0.0521
3 C 3.36048 3.32227 1.55322  0.0449
4 C 2.43148 3.65566 2.59279  -0.0120
5 C 2.76240 2.89841 3.75389  0.0685
6 C 3.82193 2.04042 3.40340  0.0217
7 H 5.06115 1.90401 1.54533  0.0057
8 H 3.44985 3.82072 0.60344  0.0033
9 H 1.74431 4.48281 2.56470  -0.0018
10 H 2.31363 2.99199 4.72774  0.0046
11 H 4.36975 1.42013 4.09645  0.0016
12 C -0.97229 3.59780 2.28005  0.0286
13 C -0.89976 2.33909 1.44928  0.1076
14 O -1.95819 1.97076 0.85609  0.2865
15 N 0.21373 1.62600 1.37527  0.4579
16 Te -1.21298 -0.35656 0.09245  0.5602
17 C -2.56423 -1.79869 -0.74964  0.0783
18 C -3.90768 -1.79960 -0.37310  0.0081
19 C -4.51521 -0.80906 0.59715  0.0192
20 C -4.74487 -2.77131 -0.92221  0.0000
21 C -4.27658 -3.73200 -1.80168  0.0027
22 C -5.19291 -4.77851 -2.38118  0.0005
23 C -2.92121 -3.72475 -2.12849  0.0037
24 C -2.04699 -2.78047 -1.61248  0.0204
25 C -0.58382 -2.85153 -1.98288  0.0206
26 C -0.77609 0.56304 -1.76728  0.0210
27 C 0.53853 0.57402 -2.24586  0.0099
28 C 1.71381 0.03216 -1.47306  0.0185
29 C 0.78766 1.13481 -3.49576  -0.0009
30 C -0.22009 1.69641 -4.26416  0.0075
31 C 0.06007 2.28541 -5.62256  0.0013
32 C -1.50945 1.70591 -3.74456  -0.0006
33 C -1.82157 1.14395 -2.51321  0.0094
34 C -3.25867 1.18719 -2.05665  0.0053
35 H -2.01893 3.85491 2.42305  0.0040
36 H -0.47749 4.41815 1.75808  0.0009
37 H -0.48949 3.44338 3.24267  0.0013
38 H -3.79760 -0.07659 0.96012  0.0144
39 H -4.92798 -1.33309 1.46107  0.0001
40 H -5.33438 -0.26203 0.12677  0.0011
41 H -5.79548 -2.76874 -0.64472  0.0001
42 H -6.21603 -4.64836 -2.03105  0.0000
43 H -4.85809 -5.77910 -2.10074  0.0001
44 H -5.19403 -4.72998 -3.47179  0.0002
45 H -2.53339 -4.48434 -2.80187  0.0011
46 H -0.36422 -3.78885 -2.49193  0.0014
47 H 0.05077 -2.79939 -1.09354  0.0115
48 H -0.30456 -2.03035 -2.64814  0.0007
49 H 1.46936 -0.86491 -0.90775  0.0119
50 H 2.06326 0.77439 -0.76489  0.0033
51 H 2.54080 -0.19850 -2.14389  0.0013
52 H 1.80420 1.12605 -3.87837  0.0000
53 H 1.10539 2.16084 -5.90390  0.0000
54 H -0.17339 3.35234 -5.63573  0.0004
55 H -0.56081 1.80740 -6.38246  0.0004
56 H -2.30753 2.16664 -4.32146  0.0000
57 H -3.83719 1.84288 -2.70667  0.0004
58 H -3.34132 1.56007 -1.03858  0.0016
59 H -3.70766 0.19333 -2.10174  0.0008
60 S 1.75987 -0.88885 2.29128  0.0954
61 C 3.17541 -1.22417 3.23462  0.0121
62 N 4.37078 -1.30279 2.61788  0.0008
63 C 5.54489 -1.52762 3.24602  -0.0005
64 C 5.56382 -1.73086 4.59177  -0.0006
65 C 4.34565 -1.70832 5.28223  0.0001
66 C 3.16902 -1.46704 4.61334  0.0005
67 H 4.35718 -1.15764 1.61727  -0.0001
68 H 6.43218 -1.52961 2.63000  0.0000
69 H 6.49985 -1.90968 5.10176  0.0000
70 H 4.33467 -1.87378 6.35256  0.0000
71 H 2.21896 -1.42958 5.12522  0.0004

Output
Total energy = -2109.715262 Eh
Energy relative to the best compared isomer or geometry (same formula, charge and spin) = 5.3 kcal per mole
<S²> = 6.03
Charge = +1
Orbital gap (alpha / beta) = 6.244 / 6.976 eV
Highest occupied orbital energy (alpha / beta) = -9.678 / -10.823 eV
2S+1 = 5

=====

4.
Entry from OMol25: an isolated molecule of H2P4S3 in a non-equilibrium geometry (wB97M-V/def2-TZVPD).

Each line ends with the Löwdin charge.
CARTESIAN COORDINATES (ANGSTROEM)
1 P 1.06857 -0.34827 -0.26131  0.0269
2 P -1.96244 1.83260 -0.74011  0.2605
3 P -0.80200 0.03973 -1.36922  -0.0028
4 P -3.47401 -0.96067 0.63207  0.2206
5 S 0.60440 -0.63657 1.72764  -0.1973
6 S -3.36063 1.10082 0.74844  0.0145
7 S -2.17627 -1.51033 -0.80019  0.0307
8 H 0.80616 -1.45560 -0.97984  -0.2320
9 H -0.83970 2.23423 0.11364  -0.1213

Output
Total energy = -2561.148355 Eh
Energy relative to the best compared isomer or geometry (same formula, charge and spin) = 59.4 kcal per mole
Charge = 0
Orbital gap (alpha / beta) = 4.724 / 4.853 eV
Highest occupied orbital energy (alpha / beta) = -7.481 / -7.548 eV